No. 1
Below is 3 unconnected molecules or ions with the total composition C17H15Br4F3INO2S2 in a non-equilibrium geometry, with properties calculated with ωB97M-V with the def2-TZVPD basis set.

Structure (XYZ):
```
45
Properties=species:S:1:pos:R:3:forces:R:3:mulliken_charge:R:1
O -3.2975 -0.1720 -0.1621 0.309 0.324 -0.175 -0.598
S -2.0841 -0.9322 -0.2226 -1.098 -0.426 0.518 1.045
O -2.1088 -2.2689 0.2988 0.535 -0.092 -0.172 -0.546
C -0.7383 -0.0567 0.4516 0.332 -0.096 -0.132 -0.166
C -0.8611 1.2583 0.8815 -0.270 -0.163 0.095 -1.025
C 0.2362 1.8846 1.4319 0.349 0.201 0.110 -1.062
C 1.4588 1.2260 1.5402 -0.343 -0.260 -0.007 0.766
C 1.5664 -0.0955 1.0881 0.311 0.223 -0.006 0.481
C 0.4755 -0.7366 0.5449 0.002 0.012 0.100 -0.940
S 3.1354 -0.8929 1.2432 0.053 -0.234 0.041 -0.290
C 4.1472 0.4956 0.8248 -0.188 -0.040 -0.002 0.600
C 5.2778 0.3700 0.0296 -0.195 0.125 0.036 -0.577
C 6.0338 1.4920 -0.2668 0.157 0.129 -0.054 -0.493
C 5.6535 2.7289 0.2312 0.008 0.088 0.135 -0.250
I 6.8075 4.4089 -0.2101 -0.019 0.014 -0.002 0.104
C 4.5240 2.8694 1.0194 -0.142 -0.234 0.047 -0.659
C 3.7665 1.7408 1.3131 0.212 0.042 0.047 0.353
N 2.5871 1.8416 2.0870 -0.044 0.177 -0.279 -0.269
C -1.6872 -1.1489 -2.0342 -0.007 0.198 -0.333 0.735
F -0.3709 -1.3388 -2.2196 -0.507 -0.040 -0.010 -0.224
F -2.3608 -2.2161 -2.4737 0.325 0.443 0.090 -0.217
F -2.0676 -0.0695 -2.7318 0.219 -0.525 0.252 -0.203
H -1.8003 1.7871 0.7785 0.138 -0.254 0.196 1.149
H 0.1766 2.9145 1.7613 -0.128 0.022 0.012 0.318
H 0.5702 -1.7623 0.2176 -0.052 -0.034 -0.044 0.475
H 5.5452 -0.6002 -0.3648 0.042 -0.016 -0.028 0.407
H 6.9097 1.4330 -0.8956 0.031 -0.166 0.000 0.352
H 4.2027 3.8254 1.4110 0.116 0.106 -0.080 0.302
H 2.4047 2.7906 2.3806 -0.005 0.005 0.045 0.285
Br -0.2020 -7.0951 0.2697 0.012 -0.015 0.053 -0.146
C -1.8332 -6.8562 1.3022 0.035 -0.009 -0.150 -0.545
C -2.0070 -5.4329 1.7574 -0.012 0.076 0.119 -0.416
Br -0.8293 -4.9963 3.2419 0.043 0.021 -0.044 -0.150
H -1.7829 -7.5550 2.1306 -0.010 0.009 0.023 0.384
H -2.6432 -7.1389 0.6339 -0.017 0.028 0.001 0.354
H -3.0154 -5.2761 2.1328 -0.015 -0.027 -0.012 0.344
H -1.7989 -4.7110 0.9744 -0.029 -0.002 -0.015 0.201
Br -2.5133 2.9064 -1.2843 -0.144 0.504 -0.358 0.005
C -4.3308 3.3487 -1.8094 0.027 -0.197 0.036 -0.592
C -4.4503 3.5819 -3.2912 -0.041 0.163 -0.047 -0.574
Br -3.7278 5.3095 -3.8150 0.040 -0.046 -0.007 -0.143
H -4.6225 4.2154 -1.2259 -0.016 0.028 -0.028 0.410
H -4.9274 2.4885 -1.5121 0.001 -0.013 -0.025 0.316
H -5.4964 3.6023 -3.5869 -0.015 -0.016 0.031 0.377
H -3.9220 2.8326 -3.8713 -0.001 -0.032 0.020 0.320
```
Forces are in eV/Å.

Output
Kohn-Sham gap = 8.45 eV
charge = 0
strongest force on any atom = 1.286 eV/Å
E = -341551.012 eV

=====

No. 2
Below is a molecular structure, C17H31BaN4P2S in a non-equilibrium geometry, with properties calculated with ωB97M-V with the def2-TZVPD basis set.

Structure (XYZ):
```
56
Properties=species:S:1:pos:R:3:forces:R:3:mulliken_charge:R:1
Ba -1.3557 0.3015 -0.1230 0.673 1.072 0.574 1.809
C -4.3332 -1.2777 1.1514 0.292 0.122 0.255 -0.735
C -4.1031 -1.6999 -0.3000 0.357 -0.106 0.028 -0.844
N -2.6896 -1.9818 -0.6476 -0.319 -0.435 0.211 -0.170
C -2.0746 -3.1844 -0.0473 -0.157 0.235 -0.017 -0.932
C -1.6145 -2.9831 1.4062 0.028 0.335 0.088 -0.817
N -0.9441 -1.6748 1.6068 -0.043 -0.476 0.628 -0.107
C -1.2669 -0.9421 2.8595 -0.296 -0.297 -0.378 -0.111
C -2.7553 -0.4902 2.9628 -0.039 -0.198 -0.414 -0.943
N -3.4218 -0.2082 1.6615 -0.122 -0.187 0.271 -0.276
H -4.2433 -2.1358 1.8154 -0.004 -0.061 -0.033 0.234
H -5.3701 -0.9532 1.2379 -0.053 0.039 -0.032 0.529
H -4.4397 -0.9143 -0.9800 0.051 0.019 0.029 0.380
H -4.7318 -2.5787 -0.4791 -0.072 -0.008 -0.041 0.367
H -2.6442 -2.0471 -1.6627 -0.003 -0.074 0.143 0.264
H -1.2120 -3.4395 -0.6649 0.051 0.039 0.002 0.444
H -2.7437 -4.0514 -0.0801 -0.040 -0.024 0.004 0.320
H -0.9576 -3.8089 1.6851 0.028 -0.044 -0.032 0.487
H -2.4592 -3.0431 2.0900 -0.018 0.036 -0.033 0.294
H 0.0663 -1.7869 1.5667 -0.116 -0.105 0.087 0.171
H -0.5977 -0.0688 2.9034 -0.142 -0.168 -0.072 -0.156
H -1.0602 -1.5552 3.7408 0.113 0.086 0.100 0.404
H -2.7816 0.4088 3.5772 0.015 0.045 -0.006 0.528
H -3.3317 -1.2363 3.5126 0.033 -0.096 0.000 0.333
H -3.9629 0.6414 1.7605 -0.030 -0.036 0.059 0.294
C 1.9372 2.1905 2.4403 0.157 0.147 0.136 -1.424
P 1.7535 0.8883 1.1704 -0.148 -0.010 -0.252 0.710
C 2.5591 -0.5321 2.0046 0.169 -0.109 0.092 -1.342
C 3.0000 1.3518 -0.1024 0.095 -0.018 0.050 0.510
C 4.3009 1.6239 0.3332 -0.046 -0.019 0.017 -0.442
C 5.3059 1.9578 -0.5543 -0.003 0.010 -0.075 -0.870
C 5.0206 2.0297 -1.9125 0.013 -0.007 0.047 -0.821
C 3.7377 1.7685 -2.3583 -0.108 -0.021 -0.010 -0.497
C 2.7079 1.4243 -1.4757 0.016 0.067 0.020 0.208
P 1.0103 1.1110 -2.1283 0.237 0.094 -0.120 0.930
C 1.2947 0.1778 -3.6715 0.082 -0.033 -0.176 -1.272
C 0.5339 2.7570 -2.7865 0.114 0.107 -0.056 -1.174
H 2.9631 2.2917 2.7984 -0.011 -0.023 -0.017 0.403
H 1.3044 1.9622 3.3007 -0.008 -0.057 -0.043 0.415
H 1.6228 3.1563 2.0441 -0.018 -0.030 -0.063 0.360
H 3.5676 -0.2961 2.3489 -0.019 0.030 -0.015 0.454
H 2.6353 -1.3835 1.3252 -0.033 0.048 -0.038 0.345
H 1.9782 -0.8400 2.8787 -0.033 0.059 -0.040 0.374
H 4.5357 1.5703 1.3904 0.015 0.005 -0.033 0.173
H 6.3055 2.1600 -0.1919 -0.016 0.000 -0.009 0.401
H 5.7967 2.2896 -2.6213 -0.020 -0.003 0.021 0.406
H 3.5313 1.8346 -3.4205 -0.001 -0.003 0.041 0.267
H 1.8792 0.7285 -4.4101 0.014 0.047 0.058 0.393
H 0.3292 -0.0504 -4.1298 -0.037 0.036 0.079 0.281
H 1.8084 -0.7600 -3.4580 -0.023 -0.008 0.046 0.363
H 1.3092 3.1597 -3.4411 0.008 -0.036 -0.008 0.416
H 0.3723 3.4761 -1.9816 0.010 -0.073 0.055 0.352
H -0.3930 2.6700 -3.3556 0.004 -0.104 0.029 0.381
S -2.6971 0.4874 -4.9972 0.163 0.097 1.042 -0.325
C -2.5515 0.6829 -3.3795 -0.126 -0.101 -1.082 0.083
N -2.4308 0.8218 -2.2121 -0.634 0.197 -1.116 -0.824
```
Forces are in eV/Å.

Output
relative energy (zero: lowest compared OMol25 entry of this formula, charge and spin) = 31.2 kJ/mol
Kohn-Sham gap = 7.56 eV
charge = +1
strongest force on any atom = 1.390 eV/Å
E = -54196.036 eV

=====

No. 3
Below is a molecular structure, C21H28N8O2OsS in a non-equilibrium geometry, with properties calculated with ωB97M-V with the def2-TZVPD basis set.

Structure (XYZ):
```
61
Properties=species:S:1:pos:R:3:forces:R:3:mulliken_charge:R:1
Os 0.3333 0.9064 0.1612 0.966 0.825 2.082 -0.904
C -0.3895 -2.0663 -3.8136 -0.038 0.082 0.140 -1.000
N -0.8044 -0.6841 -3.5749 -0.043 -0.018 -0.123 0.030
C -1.6432 -0.0780 -4.6170 0.090 -0.014 -0.009 -0.709
C -2.0052 1.2727 -4.0245 -0.017 0.001 -0.005 -0.722
N -1.0435 1.4103 -2.9314 -0.164 0.070 0.086 0.031
C -1.0328 2.6558 -2.1848 0.162 0.063 -0.192 -0.929
C -0.4276 0.2441 -2.6658 0.182 -0.274 0.156 0.457
N 0.4409 0.0689 -1.6533 -0.151 -0.239 -1.021 0.291
C 1.2264 -1.1734 -1.5218 -0.189 0.145 -0.066 -1.035
C 2.4369 -0.7978 -0.7187 0.039 -0.237 0.050 -0.801
N 1.9063 -0.1277 0.4858 -0.112 -0.408 -0.681 0.145
C 2.6215 -0.0033 1.6382 0.370 0.250 0.153 0.596
N 2.0974 0.5586 2.7318 -0.094 -0.083 -0.009 0.114
C 0.7610 1.0940 2.8859 0.010 -0.122 -0.139 -1.031
C 3.0854 0.6518 3.8111 0.045 -0.001 0.021 -0.683
C 4.2460 -0.1758 3.2617 0.004 0.046 -0.027 -0.677
N 3.8917 -0.3517 1.8420 -0.036 -0.139 -0.037 -0.018
C 4.8786 -0.9924 0.9711 0.003 0.036 0.021 -1.005
H -1.0767 -2.4708 -4.5523 -0.016 -0.016 0.025 0.348
H -0.4771 -2.6775 -2.9202 0.049 0.011 0.049 0.367
H 0.6148 -2.1348 -4.2315 -0.004 0.006 -0.016 0.376
H -2.5141 -0.7044 -4.7967 -0.006 -0.014 -0.003 0.451
H -1.0822 0.0091 -5.5497 0.026 0.025 0.004 0.364
H -3.0272 1.3071 -3.6414 -0.009 -0.031 0.028 0.333
H -1.8768 2.0844 -4.7374 -0.007 0.035 0.013 0.433
H -1.5434 3.3990 -2.7925 -0.019 -0.010 -0.029 0.387
H -0.0178 3.0081 -2.0268 -0.081 -0.046 -0.111 0.293
H -1.5644 2.5889 -1.2362 -0.037 -0.021 0.034 0.353
H 1.5617 -1.5777 -2.4672 -0.036 0.118 -0.208 0.613
H 0.6428 -1.9316 -0.9918 0.092 -0.066 0.011 0.169
H 3.0414 -0.0765 -1.2762 0.031 -0.002 0.020 0.286
H 3.0320 -1.6818 -0.5130 -0.093 -0.029 0.202 0.578
H 0.0034 0.3166 2.8014 -0.002 -0.065 0.094 0.442
H 0.5610 1.9317 2.1954 0.027 0.076 0.032 0.378
H 0.6796 1.5275 3.8803 -0.029 0.070 -0.010 0.489
H 2.6775 0.2434 4.7331 -0.006 -0.015 0.004 0.425
H 3.3611 1.6934 3.9799 -0.026 0.026 -0.028 0.359
H 4.3401 -1.1499 3.7431 -0.034 -0.024 -0.011 0.358
H 5.1990 0.3423 3.3366 0.015 -0.002 0.000 0.436
H 5.8527 -0.8252 1.4236 -0.001 0.015 0.005 0.329
H 4.8942 -0.5428 -0.0153 -0.002 0.010 0.010 0.433
H 4.7193 -2.0681 0.8999 -0.016 0.002 0.016 0.363
S 1.8105 5.2458 -0.2873 0.084 0.422 -0.059 -0.252
C 1.4700 3.7422 -0.1865 -0.090 -0.842 0.128 0.901
N 1.2191 2.5602 -0.1139 -0.238 0.768 -0.199 -0.234
O -1.1684 -2.7611 0.3246 0.033 -0.085 0.001 -0.584
C -1.6985 -1.7589 0.7012 0.013 0.269 -0.072 -0.085
N -1.1427 -0.4484 0.5964 -0.517 -0.339 0.032 0.715
C -2.0282 0.4501 1.0344 -0.089 0.067 -0.046 0.726
O -1.6468 1.6520 0.8927 -0.046 -0.257 -0.295 -0.750
C -3.2293 -0.1878 1.5759 0.013 0.078 0.016 0.235
C -4.3561 0.3035 2.2005 -0.015 0.008 -0.067 -0.458
C -5.3047 -0.6323 2.6121 -0.009 -0.042 -0.001 -0.629
C -5.1138 -1.9928 2.3958 -0.027 0.026 0.010 -0.487
C -3.9657 -2.4796 1.7651 -0.010 -0.013 -0.023 -0.542
C -3.0325 -1.5538 1.3639 0.044 -0.093 0.035 0.005
H -4.4996 1.3637 2.3618 -0.009 -0.020 0.008 0.541
H -6.2051 -0.2963 3.1085 0.010 -0.003 -0.009 0.440
H -5.8721 -2.6904 2.7256 0.006 0.011 0.001 0.429
H -3.8164 -3.5385 1.6010 0.001 0.012 0.007 0.516
```
Forces are in eV/Å.

Output
relative energy (zero: lowest compared OMol25 entry of this formula, charge and spin) = 0.0 kJ/mol
Kohn-Sham gap = 5.60 eV
charge = +2
strongest force on any atom = 2.440 eV/Å
E = -51535.465 eV

=====

Question: Among the records above, which one has the lowest E?
Answer: C17H15Br4F3INO2S2